{
  "formula": "C5H10O",
  "method": "the ωB97M-V functional and the def2-TZVPD basis",
  "elements": ["C", "O", "C", "C", "C", "C", "H", "H", "H", "H", "H", "H", "H", "H", "H", "H"],
  "xyz": [[0.91340, 1.86981, 0.65883], [0.75495, 1.52754, -0.70024], [-0.01155, 0.38323, -0.91232], [0.54845, -0.96031, -1.28061], [-0.04418, -0.72650, 0.08973], [-1.35616, -1.24480, 0.63671], [1.78111, 1.35180, 1.08980], [1.07579, 2.94910, 0.71294], [0.03291, 1.60540, 1.26032], [-0.94106, 0.62146, -1.43350], [1.62606, -1.09393, -1.33100], [-0.02162, -1.52546, -2.01424], [0.73477, -0.66002, 0.84707], [-1.92777, -1.82859, -0.09130], [-1.18818, -1.87174, 1.51781], [-1.97693, -0.39701, 0.95001]],
  "forces_ev_per_a": [[0.1325, 0.1306, 0.2643], [0.2346, -0.0782, -0.1320], [-0.2830, -0.1719, -0.0098], [0.0729, -0.1124, -0.1556], [0.0254, 0.0983, 0.1124], [-0.0827, -0.0690, -0.0203], [-0.0764, 0.1544, 0.0270], [0.0247, -0.1429, -0.0220], [0.0968, 0.1477, -0.1676], [0.0097, -0.0739, 0.2760], [-0.1876, 0.0675, 0.0101], [0.1114, 0.0517, 0.1011], [-0.1351, 0.1106, -0.1361], [0.0998, 0.0908, 0.0292], [-0.0580, -0.0161, -0.1730], [0.0150, -0.1872, -0.0036]],
  "nbo_charge": [-0.25, -0.53, 0.09, -0.43, -0.26, -0.61, 0.16, 0.19, 0.17, 0.18, 0.22, 0.21, 0.22, 0.21, 0.21, 0.21],
  "e_tot_ha": -271.68677,
  "relative_energy_kcal_mol": 41.3,
  "homo_ev": -9.435,
  "fmax_ev_per_a": 0.3,
  "smiles": "CO[C@H]1C[C@@H]1C",
  "mol_weight_da": 86.1,
  "orbital_gap_ev": 10.56,
  "total_charge": 0,
  "spin_multiplicity": 1
}